1.
{
  "formula": "C15H21BClINO2",
  "method": "the ωB97M-V functional and the def2-TZVPD basis",
  "homo_energy_ev": -5.4,
  "total_energy_ha": -1572.04896,
  "total_charge": -1,
  "multiplicity": 1,
  "symbols": ["C", "C", "C", "C", "C", "B", "Cl", "C", "O", "N", "O", "C", "C", "C", "I", "H", "H", "H", "H", "H", "H", "H", "H", "H", "H", "H", "H", "H", "H", "H", "C", "C", "C", "C", "C", "C", "H", "H", "H", "H", "H", "H"],
  "coordinates": [[-5.0141, 1.0943, 0.7125], [-4.7219, -0.0240, 0.3511], [-4.4815, -1.4692, -0.1376], [-3.1576, -1.5255, -1.0721], [-2.0106, -2.2771, -0.2797], [-0.7076, -2.7268, -1.1720], [-1.0721, -3.1236, -2.9668], [-0.1585, -4.1469, -0.5009], [0.2627, -3.9212, 0.9094], [1.2126, -4.8912, 1.1914], [0.7054, -5.9624, 1.2829], [0.5519, -1.6722, -1.0641], [0.2580, -0.3091, -1.8134], [0.8418, 0.9757, -1.0627], [1.1719, -0.2666, -3.8256], [-4.9777, 2.1788, 0.9486], [-4.4686, -2.2420, 0.6747], [-5.3669, -1.7330, -0.7994], [-3.4877, -2.0376, -2.0153], [-2.9002, -0.4459, -1.2712], [-2.4716, -3.1189, 0.3208], [-1.6236, -1.5369, 0.4973], [-1.0264, -4.8800, -0.4970], [0.6684, -4.6126, -1.1088], [1.5167, -2.0980, -1.4815], [0.7196, -1.5023, 0.0482], [-0.8302, -0.1095, -1.9919], [1.8223, 0.7732, -0.5466], [1.0480, 1.7476, -1.8660], [0.0762, 1.4239, -0.3605], [2.0006, 3.9398, 0.7775], [3.1094, 4.6452, 0.3259], [4.2424, 4.7463, 1.1246], [4.2698, 4.1333, 2.3719], [3.1620, 3.4247, 2.8218], [2.0259, 3.3313, 2.0268], [1.1161, 3.8635, 0.1558], [3.0904, 5.1173, -0.6499], [5.1050, 5.3022, 0.7747], [5.1553, 4.2079, 2.9931], [3.1841, 2.9449, 3.7940], [1.1602, 2.7830, 2.3800]]
}

***

2.
{
  "formula": "C45H78BF12IO19S7",
  "method": "the ωB97M-V functional and the def2-TZVPD basis",
  "homo_energy_ev": -9.4,
  "total_energy_ha": -7499.24011,
  "total_charge": 0,
  "smiles": "CCCCO[C@H]1[C@H](S(=O)(=O)C(F)(F)C(F)(F)C(F)(F)C(F)(F)F)S(=O)(=O)O[C@](CCC(F)(F)F)(C[C@@H](C)I)[C@]1(OC[C@@H](C)C(C)C)B(O)OC.O=S1(=O)CCCC1.O=S1(=O)CCCC1.O=S1(=O)CCCC1.O=S1(=O)CCCC1.O=S1(=O)CCCC1",
  "multiplicity": 1,
  "symbols": ["C", "C", "C", "C", "O", "C", "C", "S", "O", "O", "C", "F", "F", "C", "F", "F", "C", "F", "F", "C", "F", "F", "F", "S", "O", "O", "O", "C", "C", "C", "C", "F", "F", "F", "C", "C", "C", "I", "C", "O", "C", "C", "C", "C", "C", "C", "B", "O", "O", "C", "H", "H", "H", "H", "H", "H", "H", "H", "H", "H", "H", "H", "H", "H", "H", "H", "H", "H", "H", "H", "H", "H", "H", "H", "H", "H", "H", "H", "H", "H", "H", "H", "H", "H", "H", "H", "H", "H", "O", "S", "O", "C", "C", "C", "C", "H", "H", "H", "H", "H", "H", "H", "H", "O", "S", "O", "C", "C", "C", "C", "H", "H", "H", "H", "H", "H", "H", "H", "O", "S", "O", "C", "C", "C", "C", "H", "H", "H", "H", "H", "H", "H", "H", "O", "S", "O", "C", "C", "C", "C", "H", "H", "H", "H", "H", "H", "H", "H", "O", "S", "O", "C", "C", "C", "C", "H", "H", "H", "H", "H", "H", "H", "H"],
  "coordinates": [[3.6603, -0.6854, 3.0876], [2.5328, -1.7446, 3.2721], [1.8481, -1.9719, 1.9253], [0.7051, -0.9882, 1.6751], [-0.4859, -1.5186, 2.2429], [-1.6780, -1.0176, 1.6929], [-2.3484, -2.1419, 0.8274], [-2.3162, -1.5931, -0.8917], [-3.3079, -0.5870, -1.1313], [-1.0004, -1.1351, -1.2291], [-2.6938, -2.9842, -2.0904], [-4.0169, -3.1806, -2.2232], [-2.2515, -2.4923, -3.2731], [-1.9306, -4.3032, -1.8513], [-0.6200, -3.9966, -1.9392], [-2.1251, -4.7967, -0.6145], [-2.2291, -5.4376, -2.8992], [-2.9959, -5.0286, -3.9191], [-1.0557, -5.8570, -3.4115], [-2.8985, -6.7034, -2.2823], [-2.0588, -7.4005, -1.5213], [-4.0307, -6.3954, -1.6371], [-3.2413, -7.4873, -3.3347], [-3.9742, -2.7768, 1.3363], [-4.9010, -2.3786, 0.3161], [-3.8442, -4.1945, 1.4505], [-4.4563, -2.0726, 2.6490], [-3.4714, -1.3905, 3.4947], [-2.5819, -2.4966, 4.0798], [-3.4000, -3.6949, 4.6060], [-2.6909, -4.3897, 5.7457], [-1.6550, -5.1198, 5.2366], [-2.1811, -3.5592, 6.6743], [-3.4979, -5.2894, 6.3581], [-4.3081, -0.6849, 4.5877], [-3.9221, -0.8781, 6.0567], [-2.6552, -0.1881, 6.5414], [-5.5445, 0.0723, 7.1790], [-2.6493, -0.3684, 2.6889], [-2.0429, 0.4248, 3.6968], [-0.9881, 1.3199, 3.3450], [-1.1116, 2.5830, 4.2087], [0.2541, 3.0357, 4.7288], [-1.8367, 3.7620, 3.5403], [-3.3824, 3.6491, 3.6331], [-1.3485, 4.0951, 2.1164], [-3.6023, 0.6227, 1.8187], [-4.9825, 0.6168, 1.9430], [-3.0039, 1.5193, 0.9986], [-3.8196, 2.1856, 0.0405], [3.7326, -0.0631, 3.9598], [4.5855, -1.2018, 2.8849], [3.3909, -0.1083, 2.2086], [3.0184, -2.6769, 3.5492], [1.8361, -1.4545, 4.0546], [1.3833, -2.9606, 1.9363], [2.5365, -1.9385, 1.0868], [1.0014, -0.0387, 2.1239], [0.6281, -0.8347, 0.5989], [-1.3945, -0.2452, 0.9787], [-1.6708, -2.9874, 0.9101], [-1.9466, -2.9228, 3.3048], [-1.9001, -2.1154, 4.8272], [-4.3675, -3.3422, 4.9518], [-3.5413, -4.4547, 3.8477], [-4.3729, 0.3847, 4.4284], [-5.3315, -1.0349, 4.4781], [-3.9556, -1.8916, 6.4251], [-2.8073, 0.8879, 6.5407], [-2.4557, -0.4613, 7.5734], [-1.7794, -0.3892, 5.9342], [-0.0537, 0.8523, 3.6567], [-0.8796, 1.5300, 2.2853], [-1.7209, 2.2875, 5.0611], [0.7672, 3.6305, 3.9753], [0.8691, 2.1741, 4.9813], [0.1447, 3.6221, 5.6364], [-1.5899, 4.6391, 4.1381], [-3.8133, 4.5663, 4.0188], [-3.6500, 2.7973, 4.2516], [-3.7922, 3.5291, 2.6347], [-0.4975, 3.4993, 1.7988], [-2.1501, 4.0252, 1.3900], [-1.0167, 5.1306, 2.0729], [-5.3744, -0.0196, 1.3306], [-3.1664, 2.7164, -0.6442], [-4.4378, 1.5067, -0.5354], [-4.4767, 2.9167, 0.5048], [5.7187, 1.0243, 4.0084], [6.4521, 0.6152, 5.1789], [6.2779, -0.6948, 5.7492], [8.1947, 0.9164, 4.8993], [8.4115, 2.3490, 5.3765], [7.6273, 2.4764, 6.6895], [6.2406, 1.8625, 6.4569], [8.4228, 0.7676, 3.8466], [8.7533, 0.2063, 5.5083], [9.4694, 2.5671, 5.5139], [8.0153, 3.0510, 4.6396], [8.1460, 1.9272, 7.4775], [7.5468, 3.5131, 7.0127], [5.8460, 1.3860, 7.3504], [5.5305, 2.5986, 6.0853], [5.9764, -1.5281, -1.9046], [5.6351, -0.6325, -0.8278], [4.9367, -1.0967, 0.3442], [7.1068, 0.2572, -0.3309], [7.1162, 1.4927, -1.2293], [5.6661, 1.9974, -1.2618], [4.7658, 0.7851, -1.5034], [7.9764, -0.3842, -0.4551], [6.9871, 0.5307, 0.7179], [7.8005, 2.2533, -0.8561], [7.4358, 1.2166, -2.2367], [5.4209, 2.4542, -0.3007], [5.5123, 2.7486, -2.0268], [3.8066, 0.8787, -0.9997], [4.6103, 0.6054, -2.5659], [1.6227, 5.0658, -2.1185], [2.3182, 4.1357, -2.9747], [3.7184, 3.8381, -2.7670], [1.3897, 2.6079, -3.0334], [0.4217, 2.8038, -4.1965], [1.2345, 3.4636, -5.3165], [2.0421, 4.6042, -4.6840], [0.8973, 2.4439, -2.0771], [2.0947, 1.8015, -3.2357], [-0.0119, 1.8566, -4.5131], [-0.3938, 3.4651, -3.8990], [1.9192, 2.7306, -5.7511], [0.5956, 3.8237, -6.1107], [3.0025, 4.7482, -5.1715], [1.4894, 5.5370, -4.6825], [-1.3875, 5.0395, -5.8953], [-0.8218, 6.2732, -6.3826], [0.5603, 6.3649, -6.7817], [-1.8573, 6.8908, -7.7027], [-2.8984, 7.7499, -6.9910], [-2.1283, 8.5533, -5.9340], [-1.1959, 7.5771, -5.2043], [-2.2835, 6.0543, -8.2513], [-1.2289, 7.4907, -8.3601], [-3.4232, 8.3986, -7.6901], [-3.6378, 7.1111, -6.5036], [-1.5380, 9.3288, -6.4256], [-2.7996, 9.0481, -5.2344], [-0.2672, 8.0492, -4.8941], [-1.6820, 7.1175, -4.3459], [-2.4793, -9.7118, -9.7273], [-2.3481, -8.3781, -9.1994], [-2.3825, -7.2247, -10.0609], [-3.5339, -8.1686, -7.8752], [-2.7933, -8.6375, -6.6269], [-1.3796, -8.0508, -6.7329], [-0.8815, -8.3108, -8.1606], [-4.4284, -8.7464, -8.0945], [-3.7773, -7.1082, -7.8164], [-3.2978, -8.3129, -5.7194], [-2.7411, -9.7284, -6.6127], [-1.4170, -6.9757, -6.5452], [-0.7053, -8.4870, -5.9974], [-0.2322, -7.5177, -8.5215], [-0.3748, -9.2702, -8.2429]]
}

***

3.
{
  "formula": "C46H94I2N8O7S",
  "method": "the ωB97M-V functional and the def2-TZVPD basis",
  "homo_energy_ev": -7.9,
  "total_energy_ha": -3767.28990,
  "total_charge": 0,
  "smiles": "Cc1c(CCCCS(=O)(=O)O)c(N)c2c(c1ON=O)C(=O)N([C@H](I)[C@H](C)I)C2=O.CCN(CC)CC.CCN(CC)CC.CCN(CC)CC.CCN(CC)CC.CCN(CC)CC",
  "multiplicity": 1,
  "symbols": ["C", "C", "C", "C", "C", "C", "C", "S", "O", "O", "O", "C", "N", "C", "C", "C", "O", "N", "O", "C", "O", "N", "C", "I", "C", "C", "I", "C", "O", "H", "H", "H", "H", "H", "H", "H", "H", "H", "H", "H", "H", "H", "H", "H", "H", "H", "H", "H", "C", "C", "N", "C", "C", "C", "C", "H", "H", "H", "H", "H", "H", "H", "H", "H", "H", "H", "H", "H", "H", "H", "C", "C", "N", "C", "C", "C", "C", "H", "H", "H", "H", "H", "H", "H", "H", "H", "H", "H", "H", "H", "H", "H", "C", "C", "N", "C", "C", "C", "C", "H", "H", "H", "H", "H", "H", "H", "H", "H", "H", "H", "H", "H", "H", "H", "C", "C", "N", "C", "C", "C", "C", "H", "H", "H", "H", "H", "H", "H", "H", "H", "H", "H", "H", "H", "H", "H", "C", "C", "N", "C", "C", "C", "C", "H", "H", "H", "H", "H", "H", "H", "H", "H", "H", "H", "H", "H", "H", "H"],
  "coordinates": [[-1.4758, -2.4123, -2.4314], [-0.3581, -1.3883, -2.2413], [-0.6508, -0.0431, -2.3852], [-2.0372, 0.4813, -2.6984], [-2.5949, 1.1475, -1.4026], [-3.1426, 0.1187, -0.4059], [-3.4195, 0.6639, 1.0083], [-2.1001, 1.6485, 1.7096], [-0.8262, 1.0451, 1.4461], [-2.3256, 1.8148, 3.1072], [-2.1434, 3.1265, 1.0770], [0.3676, 0.9195, -2.2325], [0.1342, 2.2907, -2.3874], [1.6133, 0.4638, -1.9036], [1.8903, -0.8807, -1.7262], [0.9250, -1.8250, -1.9029], [1.2252, -3.1631, -1.7497], [1.0918, -3.5435, -0.3321], [0.0215, -3.9316, -0.1309], [3.3573, -1.0158, -1.3230], [3.9090, -2.0120, -0.9262], [3.8380, 0.2739, -1.4716], [5.2428, 0.6108, -1.3222], [6.5555, -0.7055, -2.4475], [5.7420, 0.8151, 0.1216], [5.4088, -0.3172, 1.0981], [5.1596, 2.7156, 0.9712], [2.8769, 1.2698, -1.6774], [3.0412, 2.4679, -1.7103], [-2.1220, -2.1133, -3.2560], [-1.0023, -3.3545, -2.7198], [-2.0230, -2.5351, -1.4946], [-2.0308, 1.2597, -3.4688], [-2.7410, -0.3022, -2.9760], [-1.7879, 1.7493, -0.9845], [-3.4187, 1.8321, -1.6491], [-2.4555, -0.7308, -0.3372], [-4.0920, -0.2623, -0.8021], [-4.3539, 1.2340, 1.0386], [-3.5317, -0.1937, 1.6778], [-1.3914, 3.1649, 0.4615], [-0.6315, 2.4668, -3.0249], [0.9620, 2.7736, -2.7178], [5.3664, 1.5737, -1.8243], [6.8326, 0.8564, 0.0549], [5.6267, 0.0515, 2.1080], [4.3479, -0.5764, 1.1181], [6.0420, -1.1983, 0.9555], [3.9378, -9.3023, 0.2752], [3.9923, -7.9430, -0.4084], [4.1304, -6.8408, 0.5234], [3.8632, -5.5405, -0.0729], [4.7913, -5.0566, -1.1881], [5.2760, -6.9019, 1.4133], [6.6702, -7.0138, 0.7855], [3.1680, -9.3206, 1.0483], [3.6973, -10.0750, -0.4570], [4.8932, -9.5700, 0.7292], [3.0542, -7.8138, -0.9558], [4.7933, -7.9537, -1.1634], [3.8385, -4.7862, 0.7184], [2.8434, -5.5626, -0.4701], [5.7662, -4.7588, -0.8025], [4.3592, -4.1800, -1.6672], [4.9342, -5.8140, -1.9614], [5.1413, -7.7571, 2.0826], [5.2555, -6.0339, 2.0777], [6.7182, -7.7867, 0.0165], [7.3979, -7.2803, 1.5560], [7.0008, -6.0723, 0.3488], [9.0743, -0.1151, 2.8007], [9.4835, -1.5704, 2.6275], [10.0999, -1.8392, 1.3422], [10.1987, -3.2564, 1.0333], [11.0800, -4.1292, 1.9330], [11.2681, -1.0386, 1.0192], [12.4502, -1.0652, 1.9944], [8.4507, 0.2159, 1.9678], [8.4959, -0.0002, 3.7190], [9.9369, 0.5487, 2.8746], [8.5767, -2.1772, 2.7072], [10.1282, -1.8644, 3.4698], [10.5289, -3.3701, -0.0032], [9.1845, -3.6701, 1.0514], [12.1403, -3.9459, 1.7635], [10.8988, -5.1827, 1.7086], [10.8625, -3.9804, 2.9913], [10.9474, 0.0019, 0.9110], [11.6237, -1.3156, 0.0233], [12.1374, -0.9194, 3.0297], [13.1435, -0.2570, 1.7506], [13.0134, -1.9954, 1.9324], [2.7556, -1.3077, -9.3366], [2.7880, -1.7801, -7.8899], [2.0352, -0.9236, -6.9930], [2.3145, -1.1683, -5.5879], [1.9466, -2.5369, -5.0080], [0.6375, -0.7225, -7.3300], [-0.2549, -1.9612, -7.4695], [3.0622, -0.2636, -9.4140], [3.4441, -1.9055, -9.9359], [1.7635, -1.4128, -9.7790], [3.8331, -1.7791, -7.5683], [2.4510, -2.8270, -7.8471], [1.8292, -0.3894, -4.9892], [3.3880, -1.0137, -5.4311], [0.8685, -2.6464, -4.8869], [2.3923, -2.6400, -4.0173], [2.3187, -3.3607, -5.6186], [0.5914, -0.1696, -8.2730], [0.1900, -0.0443, -6.5975], [0.2006, -2.7326, -8.0923], [-1.1989, -1.6807, -7.9432], [-0.5027, -2.4000, -6.5035], [-8.6544, 1.3992, -1.1329], [-8.2457, 1.8495, 0.2627], [-8.0780, 3.2858, 0.3727], [-7.3872, 3.6963, 1.5840], [-8.0646, 3.4068, 2.9267], [-9.2289, 4.0907, -0.0008], [-10.5542, 3.8311, 0.7243], [-7.9693, 1.7906, -1.8867], [-8.6320, 0.3096, -1.1913], [-9.6669, 1.7176, -1.3846], [-7.2873, 1.3734, 0.4933], [-8.9703, 1.4571, 0.9920], [-7.1658, 4.7655, 1.5240], [-6.4061, 3.2079, 1.5889], [-8.9141, 4.0666, 3.1006], [-7.3543, 3.5808, 3.7382], [-8.3999, 2.3719, 3.0056], [-9.4025, 3.9580, -1.0728], [-8.9704, 5.1478, 0.1013], [-10.8038, 2.7694, 0.7657], [-11.3660, 4.3321, 0.1923], [-10.5510, 4.2242, 1.7402], [-9.9457, 8.2125, 8.4614], [-10.3769, 8.0090, 7.0159], [-9.2617, 7.8016, 6.1117], [-9.6217, 7.9265, 4.7093], [-10.6177, 6.9160, 4.1288], [-8.3760, 6.6976, 6.4385], [-8.9907, 5.3006, 6.5740], [-9.2019, 9.0067, 8.5394], [-10.8071, 8.4979, 9.0673], [-9.5294, 7.3021, 8.8956], [-10.9092, 8.9116, 6.7028], [-11.1075, 7.1868, 6.9724], [-8.7088, 7.9088, 4.1070], [-10.0353, 8.9298, 4.5620], [-10.1679, 5.9318, 3.9997], [-10.9424, 7.2505, 3.1406], [-11.5104, 6.8157, 4.7472], [-7.8708, 6.9333, 7.3797], [-7.5685, 6.6599, 5.7026], [-9.8834, 5.2963, 7.2017], [-8.2683, 4.6260, 7.0394], [-9.2471, 4.8717, 5.6059]]
}

***

Gap between HOMO and LUMO across the listed records, respectively: 7.956, 9.704, 7.276 eV.